1.
Here is a structure of composition C20H20Cl61FNO4S2 from the OMol25 dataset. Energies are from ωB97M-V/def2-TZVPD.

```
109
Properties=species:S:1:pos:R:3:forces:R:3
O -4.6574 -2.6403 1.8644 1.4 0.5 1.4
S -5.6024 -1.9152 1.1029 0.0 -2.7 -1.9
O -6.6752 -2.7452 0.6910 -1.6 0.3 -0.7
F -6.2393 -0.8694 2.0586 0.1 1.0 0.1
N -5.0134 -1.2115 -0.2148 0.8 1.0 0.8
S -3.5687 -0.5335 0.0741 -0.9 0.0 0.1
O -2.5924 -1.4178 0.5900 1.3 -1.2 0.0
O -3.6679 0.6896 0.7998 -0.4 1.2 -0.1
Cl -2.8039 -0.0428 -1.7940 -0.2 -0.9 0.3
C -1.3639 -1.7191 3.3919 -0.3 -0.1 -0.1
Cl 0.2477 -1.1442 2.9397 -0.4 -0.2 0.3
Cl -1.2672 -3.3010 4.1741 0.0 0.2 0.4
Cl -2.1700 -0.5531 4.4374 0.1 0.0 0.0
H -1.9463 -1.8219 2.4788 0.0 0.0 0.1
C 4.2306 -0.0347 1.0705 -0.1 0.0 0.1
Cl 4.7313 1.6320 1.4067 0.0 0.0 0.1
Cl 2.6134 -0.3379 1.6930 0.6 0.1 -0.4
Cl 4.3106 -0.3738 -0.6586 0.0 0.0 0.0
H 4.9111 -0.7026 1.5854 0.0 0.3 -0.2
C -6.0580 2.4327 -1.0278 0.0 -0.1 0.0
Cl -7.6705 1.7882 -0.7465 -0.2 0.0 0.1
Cl -5.2310 1.4724 -2.2308 -0.6 0.5 -0.2
Cl -6.1225 4.1392 -1.4968 -0.1 0.0 0.0
H -5.5000 2.3579 -0.1004 0.0 0.0 0.0
C -3.4840 6.9218 0.1143 -0.1 -0.1 0.0
Cl -4.2722 7.5074 1.5796 0.2 0.1 -0.2
Cl -3.2482 5.1786 0.1982 0.1 0.0 0.0
Cl -4.4253 7.3650 -1.3150 0.0 0.0 0.0
H -2.5132 7.3921 0.0349 0.0 0.0 0.0
C 7.2531 -3.2357 1.5700 0.1 0.2 0.0
Cl 5.8769 -2.6161 2.4913 0.1 -0.3 0.1
Cl 7.3049 -2.5168 -0.0414 0.0 0.0 0.0
Cl 8.7564 -2.9276 2.4267 0.0 -0.1 0.1
H 7.1276 -4.3030 1.4556 0.0 0.0 0.0
C 7.0119 2.5487 -1.1366 0.0 0.1 0.0
Cl 6.3261 3.8880 -2.0529 0.0 0.0 0.0
Cl 7.9501 1.4840 -2.1945 0.0 -0.1 0.0
Cl 8.0130 3.1396 0.1883 -0.1 0.0 0.0
H 6.1989 1.9698 -0.7176 0.0 0.0 0.0
C 1.3149 1.6650 5.2397 -0.1 0.0 0.0
Cl -0.0829 2.1981 6.1730 0.0 0.0 0.0
Cl 1.3828 2.4873 3.6849 0.0 0.0 0.0
Cl 2.8083 1.9244 6.1513 0.0 0.0 0.0
H 1.2126 0.6029 5.0530 0.0 0.0 0.0
C -7.4866 5.9189 3.3076 0.1 0.1 -0.1
Cl -6.2092 6.9234 4.0083 -0.2 -0.1 0.2
Cl -8.9809 6.8375 3.1132 0.4 -0.2 0.1
Cl -6.9887 5.2339 1.7643 0.0 -0.1 0.0
H -7.6830 5.1030 3.9911 0.0 0.0 0.0
C -13.1997 6.4473 3.2686 0.0 0.1 -0.1
Cl -11.8719 7.5826 3.0431 -0.4 0.2 0.0
Cl -14.6970 7.2983 3.6629 0.0 0.0 0.0
Cl -13.4128 5.4518 1.8273 0.0 0.0 0.1
H -12.9503 5.7982 4.0962 0.0 0.0 0.0
C 11.0262 0.3286 2.3514 -0.1 -0.2 -0.1
Cl 10.1673 0.1759 0.8183 0.0 0.1 0.0
Cl 9.8961 0.3376 3.7043 0.0 0.1 0.0
Cl 12.1982 -0.9818 2.5281 0.0 0.0 0.0
H 11.5653 1.2662 2.3558 0.0 0.0 0.0
C -11.3177 2.5490 3.1149 0.1 -0.1 -0.1
Cl -9.7215 3.1956 2.7500 -0.1 0.0 0.0
Cl -11.2525 0.8047 3.3371 0.0 0.0 0.0
Cl -12.0181 3.3323 4.5445 0.0 0.0 0.0
H -11.9637 2.7617 2.2728 0.0 0.0 0.0
C 9.2657 -5.5710 -1.2240 0.0 0.0 0.0
Cl 10.7586 -6.3330 -1.7757 0.0 0.0 0.0
Cl 7.9016 -6.0734 -2.2205 0.2 0.1 0.1
Cl 8.9643 -5.9493 0.4743 0.1 -0.1 -0.1
H 9.3780 -4.4982 -1.3152 0.0 0.0 0.0
C -0.0586 -6.0507 1.5509 -0.1 0.2 0.0
Cl -1.1008 -4.6722 1.2617 0.0 -0.1 -0.4
Cl -0.4495 -7.3863 0.4606 0.0 -0.1 0.0
Cl 1.6465 -5.6009 1.3940 0.0 0.0 0.0
H -0.2196 -6.3912 2.5654 0.0 0.0 0.0
C 0.6824 1.5526 -3.0098 -0.1 -0.1 0.1
Cl 2.1420 0.7802 -3.6458 0.0 0.0 0.0
Cl -0.6400 1.4282 -4.1745 0.0 0.0 0.0
Cl 0.2281 0.8604 -1.4614 0.4 0.1 0.0
H 0.8987 2.6020 -2.8621 0.0 0.0 0.0
C 5.8089 -9.6064 -3.9096 0.1 0.0 -0.1
Cl 5.7259 -7.8805 -3.5640 -0.2 -0.1 -0.1
Cl 5.0407 -9.9764 -5.4532 0.0 0.0 0.0
Cl 7.4830 -10.1656 -3.8935 0.0 0.0 0.0
H 5.2711 -10.1308 -3.1312 0.0 0.0 0.0
C -13.0811 5.3786 -1.9513 0.1 -0.1 0.0
Cl -11.5482 5.3467 -1.0845 0.0 0.0 -0.1
Cl -12.8226 5.1860 -3.6856 0.0 0.0 0.0
Cl -14.1735 4.1267 -1.3442 0.0 0.0 0.0
H -13.5470 6.3407 -1.7842 0.0 0.0 0.0
C 10.2894 2.7348 -4.7868 0.0 0.1 0.0
Cl 10.0773 4.4759 -4.6210 0.0 0.0 0.0
Cl 9.5448 2.1518 -6.2783 0.0 0.0 0.0
Cl 11.9993 2.3045 -4.7338 0.0 0.0 0.0
H 9.7921 2.2552 -3.9554 0.0 0.0 0.0
C 6.7361 1.3870 -9.2787 -0.1 0.0 -0.1
Cl 5.2237 0.6481 -8.7578 0.0 0.0 0.0
Cl 7.7290 0.2235 -10.1604 0.0 0.0 0.0
Cl 6.4268 2.8167 -10.2652 0.0 0.0 0.0
H 7.2808 1.6980 -8.3967 0.0 0.0 0.0
C -7.0916 -3.7945 -2.9759 0.1 0.1 0.1
Cl -5.3372 -3.8557 -3.1287 0.0 0.0 0.0
Cl -7.6453 -2.1377 -2.8070 0.0 0.1 0.0
Cl -7.8633 -4.5820 -4.3657 0.0 0.0 0.0
H -7.3725 -4.3347 -2.0813 0.0 0.0 0.0
C 7.6300 -7.9225 3.8557 0.1 0.0 0.0
Cl 6.9991 -6.4570 3.0985 -0.1 0.0 0.1
Cl 8.5083 -8.9054 2.6856 0.0 0.0 0.0
Cl 8.6561 -7.5196 5.2312 0.0 0.0 0.0
H 6.7890 -8.4986 4.2177 0.0 0.0 0.0
```
Positions in Å, forces in eV/Å.

Maximum force (eV Å⁻¹): 3.239
E_HOMO (Ha): -0.2702
E_LUMO (eV): 1.2
Molecular weight (g mol⁻¹): 2584.148
Net charge: -1
Calculated total energy (Eh): -30097.736380
Relative energy (zero: lowest compared OMol25 entry of this formula, charge and spin) (kcal/mol): 19.2
HOMO-LUMO gap (eV): 8.5205

***

2.
Here is a cluster of 2 separate species, C18H23N6O5 in total from the OMol25 dataset. Energies are from ωB97M-V/def2-TZVPD.

```
52
Properties=species:S:1:pos:R:3:forces:R:3
O -2.9699 2.8519 -8.9432 -0.3 -1.5 -0.1
O 0.5148 -4.2339 7.2855 -0.2 0.1 -0.3
O 1.9163 0.8215 2.5073 0.2 -0.6 0.4
O -0.9221 -3.7496 3.8723 0.3 0.4 0.2
O -0.1590 1.2549 1.8657 -0.7 -0.4 0.0
N -1.3911 4.6742 -5.0268 0.2 0.1 0.0
C -2.5466 3.8565 -8.3957 -0.4 -0.5 -0.6
C 1.5313 -3.5826 7.0979 -0.5 -1.0 1.0
C 0.6896 0.5680 2.4776 0.5 1.0 -0.6
C 0.2606 -3.5892 4.1550 -1.4 0.2 0.6
C -1.7492 5.0111 -6.2412 -0.1 -0.9 -0.2
C -2.0754 3.8537 -7.0332 0.4 3.0 -0.2
C -1.8792 2.7973 -6.2126 -0.3 -1.0 0.8
C -0.3616 1.0469 -1.5823 0.1 -0.1 -0.1
C -0.0965 0.5443 -2.8581 -0.4 0.7 0.2
C -0.9707 2.2929 -1.4368 0.1 0.0 -0.5
C -0.4535 1.2879 -3.9890 0.0 0.2 -0.1
C -1.3215 3.0383 -2.5684 0.0 -0.2 0.0
C -1.0807 2.5423 -3.8606 0.5 -0.6 1.6
N -2.5727 4.9912 -9.1472 0.6 1.1 0.5
N -2.1639 1.5021 -6.6029 0.3 -0.1 0.9
N -1.4391 3.3043 -4.9868 -0.7 -0.8 -2.3
N 1.1433 -4.4714 3.6659 1.5 -0.4 -0.4
N 1.6957 -2.7334 6.0881 -0.1 0.6 -1.2
C 2.6981 -3.7165 8.0473 0.0 0.0 0.0
C 2.6006 -4.4809 3.7817 -0.5 0.2 0.2
C 0.1834 -0.6857 3.2123 0.3 -0.3 0.6
C 1.1690 -1.1959 4.2766 -0.3 -0.2 -0.4
C 0.6718 -2.4146 5.0778 0.3 0.2 -0.1
H -1.8126 6.0367 -6.5916 0.1 -0.1 0.5
H -0.0809 0.4928 -0.6881 -0.1 0.2 -0.1
H 0.3986 -0.4163 -2.9610 -0.1 0.1 -0.1
H -1.1451 2.6748 -0.4325 0.0 -0.1 -0.2
H -0.2104 0.8970 -4.9713 -0.1 0.1 0.0
H -1.7812 4.0135 -2.4426 0.0 -0.1 -0.1
H -2.0113 5.7766 -8.8401 -0.2 -0.1 -0.4
H -2.7439 4.8423 -10.1359 0.1 0.1 0.4
H -2.4826 0.8716 -5.8708 0.2 0.2 -0.4
H -2.6389 1.4547 -7.5126 0.2 0.2 0.6
H 0.7156 -5.1957 3.1116 -0.1 0.1 0.0
H 2.5652 -2.2318 6.0250 0.0 0.1 -0.1
H 2.4467 -4.4510 8.8111 0.0 0.1 -0.1
H 2.8884 -2.7520 8.5143 0.2 0.0 0.1
H 3.5760 -4.0446 7.4953 0.2 0.1 0.1
H 2.8898 -4.8396 4.7702 0.2 0.0 0.0
H 3.0015 -3.4792 3.6230 0.1 -0.1 0.0
H 3.0224 -5.1448 3.0264 -0.1 0.1 0.0
H 0.0143 -1.4720 2.4741 -0.2 0.0 -0.1
H -0.7686 -0.4630 3.7003 -0.1 0.0 -0.2
H 1.3645 -0.3837 4.9791 0.1 0.0 0.0
H 2.1093 -1.4562 3.7907 0.2 0.2 0.0
H -0.2384 -2.1153 5.5991 -0.1 -0.3 -0.1
```
Positions in Å, forces in eV/Å.

Maximum force (eV Å⁻¹): 3.080
E_HOMO (Ha): -0.1650
E_LUMO (eV): 2.3
Molecular weight (g mol⁻¹): 403.419
Net charge: -1
Calculated total energy (Eh): -1404.583169
HOMO-LUMO gap (eV): 6.7736

***

3.
Here is a cluster of 2 separate species, C5H12O in total from the OMol25 dataset. Energies are from ωB97M-V/def2-TZVPD.

```
18
Properties=species:S:1:pos:R:3:forces:R:3
C -2.0847 0.7646 -0.0054 0.0 0.0 0.0
C -1.5316 -0.4118 -0.8141 0.0 0.0 -0.1
C -0.7417 -1.3686 0.0343 0.2 -0.1 0.0
C 0.5093 -1.7556 -0.2104 -0.2 0.0 0.0
O 1.9619 0.4163 1.3891 -0.2 -0.1 0.1
C 2.3720 1.2574 0.3375 0.2 0.3 -0.3
H -2.7488 0.4142 0.7934 0.1 0.1 -0.1
H -2.6582 1.4449 -0.6431 0.1 -0.1 0.1
H -1.2753 1.3379 0.4613 -0.1 -0.1 -0.1
H -0.9018 -0.0451 -1.6343 -0.1 -0.1 0.1
H -2.3680 -0.9514 -1.2789 0.1 0.1 0.1
H 1.1133 0.0238 1.1433 0.1 0.0 0.1
H -1.2538 -1.7611 0.9155 0.1 0.1 -0.1
H 1.0371 -2.4465 0.4411 -0.1 0.1 -0.1
H 1.0547 -1.3942 -1.0815 -0.1 0.0 0.1
H 1.9030 2.2505 0.3818 0.0 -0.1 0.1
H 2.1589 0.8292 -0.6524 0.1 0.0 0.2
H 3.4537 1.3954 0.4226 -0.1 0.0 0.0
```
Positions in Å, forces in eV/Å.

Maximum force (eV Å⁻¹): 0.458
E_HOMO (Ha): -0.3641
E_LUMO (eV): 1.0
Molecular weight (g mol⁻¹): 88.150
Calculated total energy (Eh): -272.900557
Relative energy (zero: lowest compared OMol25 entry of this formula, charge and spin) (kcal/mol): 30.2
SMILES string: C=CCC.CO
HOMO-LUMO gap (eV): 10.9516

***

4.
Here is an isolated molecule of C4H10N2O2 from the OMol25 dataset. Energies are from ωB97M-V/def2-TZVPD.

```
18
Properties=species:S:1:pos:R:3:forces:R:3
C -1.0837 -1.1706 -1.3426 0.1 0.2 0.1
C 0.8723 -1.5378 0.0639 0.0 0.1 0.0
C 1.1567 1.5891 0.0937 0.2 0.0 0.0
N -1.0914 0.6815 0.9872 0.7 1.2 -0.5
N 0.0671 -0.5807 -0.6750 0.5 1.7 -0.8
C -0.0967 0.7692 -0.0887 -0.7 -1.9 0.6
O -0.7359 1.5079 2.0742 -0.5 -0.4 -0.8
O -1.2400 1.4810 -0.4180 0.3 -0.8 1.4
H -1.4175 1.2758 2.7287 0.1 0.3 -0.4
H -0.7530 -1.9437 -2.0463 0.1 0.1 0.2
H 0.2551 -2.1346 0.7425 -0.1 -0.1 0.1
H -1.6223 -0.4136 -1.9174 0.1 -0.1 0.2
H -1.7777 -1.6302 -0.6306 -0.1 -0.1 0.0
H 1.3831 -2.2167 -0.6299 -0.2 0.0 0.1
H 1.6575 -1.0820 0.6727 -0.2 0.2 -0.2
H 0.9099 2.6309 0.3143 -0.1 -0.3 0.1
H 1.7374 1.5742 -0.8327 -0.1 -0.1 0.1
H 1.7792 1.2003 0.9042 -0.1 0.0 -0.1
```
Positions in Å, forces in eV/Å.

Maximum force (eV Å⁻¹): 2.142
E_HOMO (Ha): -0.3109
E_LUMO (eV): 0.8
Molecular weight (g mol⁻¹): 118.136
Calculated total energy (Eh): -418.253781
Relative energy (zero: lowest compared OMol25 entry of this formula, charge and spin) (kcal/mol): 130.0
SMILES string: CN(C)[C@@]1(C)ON1O
HOMO-LUMO gap (eV): 9.2920

***

What is the formula in the third record?
C5H12O